DFT (ωB97M-V with the def2-TZVPD basis set) results for a single C6H12O3 molecule.

HOMO ... -0.3876 Eh
SMILES ... CCCCOCOC=O
Kohn-Sham gap ... 0.41961 Ha
ΔE to the lowest compared entry with this formula, charge and spin ... 3.003 eV

The geometry in ORCA input format:
```
! RIJCOSX wB97M-V def2-TZVPD def2/J DEFGRID3
* xyz 0 1
C 2.502 -1.040 0.182
C 1.456 0.060 -0.413
C 0.710 0.695 0.855
C -0.535 1.640 0.509
O -1.637 0.988 -0.172
C -2.057 -0.223 0.482
O -1.620 -1.337 -0.364
C -1.912 -0.957 -1.725
O -1.127 -1.299 -2.648
H 1.961 -1.801 0.865
H 3.282 -0.527 0.863
H 3.034 -1.606 -0.661
H 2.063 0.894 -0.935
H 0.773 -0.420 -1.188
H 1.485 1.357 1.407
H 0.440 -0.131 1.616
H -0.146 2.452 -0.211
H -0.877 2.214 1.456
H -3.215 -0.279 0.490
H -1.731 -0.325 1.568
H -2.851 -0.353 -1.978
*
```

Here are the natural (NBO) charges for atoms 1 to 6, given in e: atom 1 (C): -0.6200, atom 2 (C): -0.4187, atom 3 (C): -0.4440, atom 4 (C): -0.0784, atom 5 (O): -0.5537, atom 6 (C): 0.1961

---

DFT (ωB97M-V with the def2-TZVPD basis set) results for a molecular structure, C6H12O3.

HOMO ... -0.3191 Eh
Kohn-Sham gap ... 0.34912 Ha
ΔE to the lowest compared entry with this formula, charge and spin ... 3.873 eV

The geometry in ORCA input format:
```
! RIJCOSX wB97M-V def2-TZVPD def2/J DEFGRID3
* xyz 0 1
C 1.207 -0.501 0.132
C -0.065 -0.833 0.137
C -0.702 -2.078 0.109
C -2.652 0.269 0.017
C 3.103 0.737 -0.109
C -1.238 0.745 0.071
O -1.056 1.343 -1.131
O -0.905 1.498 1.120
O 1.691 0.848 0.123
H 1.979 -1.221 0.161
H -1.662 -1.901 -0.478
H -0.037 -2.830 -0.321
H -0.941 -2.467 1.047
H -2.940 -0.151 0.926
H -2.726 -0.385 -0.863
H -3.300 1.161 -0.233
H 3.395 0.533 -1.223
H 3.671 0.053 0.593
H 3.386 1.752 0.080
H -0.257 1.831 -1.190
H 0.048 1.597 1.035
*
```

Here are the natural (NBO) charges for atoms 1 to 6, given in e: atom 1 (C): 0.0391, atom 2 (C): -0.0746, atom 3 (C): -0.6675, atom 4 (C): -0.6573, atom 5 (C): -0.2623, atom 6 (C): 0.5933

---

DFT (ωB97M-V with the def2-TZVPD basis set) results for a molecular structure, C6H12O3.

HOMO ... -0.3544 Eh
Kohn-Sham gap ... 0.24604 Ha
ΔE to the lowest compared entry with this formula, charge and spin ... 11.900 eV

The geometry in ORCA input format:
```
! RIJCOSX wB97M-V def2-TZVPD def2/J DEFGRID3
* xyz 0 1
C -1.102 1.991 -0.314
C -0.124 0.705 -0.373
C 1.112 0.559 0.683
C 0.801 -0.940 0.693
C -0.492 -0.650 0.288
C -1.132 -1.714 -0.685
H -2.164 1.788 -0.741
H -0.573 2.832 -1.159
H -0.964 2.310 0.804
H 0.262 0.656 -1.424
H 0.720 0.886 1.597
H 2.235 0.907 -1.629
H 0.844 -1.526 1.709
H 2.438 -0.692 -0.459
H -1.345 -2.768 -0.353
H -0.678 -1.608 -1.743
H -2.124 -1.100 -0.996
H -0.570 -0.776 2.618
O 2.387 0.929 0.363
O 1.762 -1.490 -0.334
O -1.292 -0.300 1.452
*
```

Here are the natural (NBO) charges for atoms 1 to 6, given in e: atom 1 (C): -0.6320, atom 2 (C): -0.1772, atom 3 (C): 0.0250, atom 4 (C): 0.0572, atom 5 (C): 0.1764, atom 6 (C): -0.6414

---

DFT (ωB97M-V with the def2-TZVPD basis set) results for 2 unconnected molecules or ions with the total composition C6H12O3P.

HOMO ... -0.1011 Eh
Kohn-Sham gap ... 0.24080 Ha
ΔE to the lowest compared entry with this formula, charge and spin ... 0.903 eV

The geometry in ORCA input format:
```
! RIJCOSX wB97M-V def2-TZVPD def2/J DEFGRID3
* xyz -1 1
C 2.841 -0.133 -0.399
C -1.175 2.592 0.048
C 0.369 -2.357 0.900
C -1.529 -1.457 -0.864
C 0.191 1.936 0.034
C 0.163 0.505 0.740
O 3.185 -0.894 0.436
O 2.889 0.786 -1.111
O 1.097 -0.989 -1.431
P 0.110 -0.913 -0.292
H -1.186 3.714 -0.376
H -1.995 2.139 -0.398
H -1.549 2.764 1.068
H 1.465 -2.249 1.090
H -0.313 -2.323 1.853
H 0.125 -3.234 0.351
H -2.116 -1.349 0.065
H -1.888 -0.817 -1.639
H -1.611 -2.560 -1.157
H 1.035 2.543 0.680
H 0.653 1.925 -0.944
H -0.761 0.371 1.345
*
```

Here are the natural (NBO) charges for atoms 1 to 6, given in e: atom 1 (C): 1.0780, atom 2 (C): -0.5961, atom 3 (C): -1.0039, atom 4 (C): -1.0258, atom 5 (C): -0.4235, atom 6 (C): -1.0383

---

DFT (ωB97M-V with the def2-TZVPD basis set) results for 2 unconnected molecules or ions with the total composition C6H12O4.

HOMO (spin up / spin down) ... -0.2424 / -0.2652 Eh
Kohn-Sham gap (spin up / spin down) ... 0.19760 / 0.23186 Ha
ΔE to the lowest compared entry with this formula, charge and spin ... 6.412 eV

The geometry in ORCA input format:
```
! RIJCOSX wB97M-V def2-TZVPD def2/J DEFGRID3
* xyz 0 1
C 2.366 1.929 -1.008
O 1.912 0.786 -0.298
C 0.566 0.628 -0.178
C -0.226 0.452 -1.483
C 0.306 -0.899 -1.623
O 1.224 -1.232 -2.450
C -0.025 0.589 1.039
C -1.505 0.370 1.290
O -1.648 -1.001 1.319
H 2.206 1.823 -2.091
H 1.858 2.835 -0.647
H 3.441 2.009 -0.816
H -1.303 0.440 -1.293
H 0.070 1.153 -2.271
H -0.100 -1.683 -0.964
H 1.492 -0.516 -3.054
H 0.631 0.776 1.894
H -1.756 0.864 2.251
H -2.079 0.858 0.469
O -2.744 -3.105 3.357
H -2.687 -4.013 3.806
H -1.999 -3.062 2.751
*
```

Here are the natural (NBO) charges for atoms 1 to 6, given in e: atom 1 (C): -0.2481, atom 2 (O): -0.5314, atom 3 (C): 0.1770, atom 4 (C): -0.5568, atom 5 (C): 0.4313, atom 6 (O): -0.5723

---

DFT (ωB97M-V with the def2-TZVPD basis set) results for 2 unconnected molecules or ions with the total composition C6H12O4.

HOMO ... -0.3731 Eh
SMILES ... CCOC=O.CCOC=O
Kohn-Sham gap ... 0.39988 Ha
ΔE to the lowest compared entry with this formula, charge and spin ... 1.500 eV

The geometry in ORCA input format:
```
! RIJCOSX wB97M-V def2-TZVPD def2/J DEFGRID3
* xyz 0 1
C 1.596 -0.034 -1.207
C 2.147 1.357 -0.919
O 2.470 2.040 -2.184
C 2.592 3.311 -2.149
O 2.546 4.028 -1.116
H 1.380 -0.535 -0.248
H 2.194 -0.717 -1.834
H 0.642 0.170 -1.721
H 1.342 1.882 -0.370
H 3.062 1.400 -0.298
H 2.625 3.658 -3.201
C -2.782 -2.916 1.322
C -2.601 -1.414 1.245
O -1.456 -0.983 2.027
C -0.687 -0.057 1.664
O -0.735 0.621 0.616
H -3.147 -3.236 2.312
H -1.812 -3.406 1.129
H -3.503 -3.250 0.557
H -2.590 -1.082 0.188
H -3.400 -0.852 1.765
H 0.116 0.015 2.424
*
```

Here are the natural (NBO) charges for atoms 1 to 6, given in e: atom 1 (C): -0.6270, atom 2 (C): -0.0923, atom 3 (O): -0.4899, atom 4 (C): 0.6447, atom 5 (O): -0.6231, atom 6 (H): 0.2181

---

DFT (ωB97M-V with the def2-TZVPD basis set) results for a single C6H12S2 molecule.

HOMO ... -0.3024 Eh
SMILES ... CCS/C=C\SCC
Kohn-Sham gap ... 0.33326 Ha
ΔE to the lowest compared entry with this formula, charge and spin ... 0.890 eV

The geometry in ORCA input format:
```
! RIJCOSX wB97M-V def2-TZVPD def2/J DEFGRID3
* xyz 0 1
C 2.766 1.249 0.497
C 1.680 0.176 0.685
S 1.612 -0.843 -0.811
C 0.590 -2.199 -0.322
C -0.590 -2.196 0.325
S -1.616 -0.848 0.819
C -1.696 0.186 -0.682
C -2.766 1.251 -0.482
H 2.550 1.906 -0.377
H 2.818 1.872 1.402
H 3.750 0.787 0.333
H 1.959 -0.465 1.527
H 0.710 0.686 0.852
H 1.001 -3.167 -0.600
H -1.021 -3.154 0.574
H -1.931 -0.459 -1.509
H -0.716 0.656 -0.905
H -2.553 1.870 0.366
H -2.817 1.908 -1.387
H -3.730 0.784 -0.305
*
```

Here are the natural (NBO) charges for atoms 1 to 6, given in e: atom 1 (C): -0.6174, atom 2 (C): -0.5262, atom 3 (S): 0.2209, atom 4 (C): -0.3760, atom 5 (C): -0.3774, atom 6 (S): 0.2140

---

DFT (ωB97M-V with the def2-TZVPD basis set) results for 2 unconnected molecules or ions with the total composition C6H12Si.

HOMO (spin up / spin down) ... -0.2906 / -0.2907 Eh
Kohn-Sham gap (spin up / spin down) ... 0.28829 / 0.28834 Ha
ΔE to the lowest compared entry with this formula, charge and spin ... 5.632 eV

The geometry in ORCA input format:
```
! RIJCOSX wB97M-V def2-TZVPD def2/J DEFGRID3
* xyz 0 1
C 1.153 -0.523 1.764
C 1.632 0.532 0.738
C -0.351 -0.114 1.804
C 0.584 0.591 -0.342
C -0.699 0.141 0.353
C -1.536 -0.168 -2.530
Si -0.421 -0.915 -1.135
H 1.315 -1.469 1.338
H 1.675 -0.298 2.623
H 1.624 1.491 1.137
H 2.663 0.343 0.489
H -0.935 -0.763 2.288
H -0.367 0.701 2.526
H 0.733 1.504 -0.988
H -2.211 1.277 -0.266
H -1.861 -0.970 -3.158
H -2.344 0.258 -2.034
H -0.970 0.581 -3.059
H 0.318 -2.198 -1.546
*
```

Here are the natural (NBO) charges for atoms 1 to 6, given in e: atom 1 (C): -0.3855, atom 2 (C): -0.3966, atom 3 (C): -0.4801, atom 4 (C): -0.6074, atom 5 (C): -0.3580, atom 6 (C): -1.0266